Arrangement A

# C58H150N8O21

13 unconnected molecules or ions with the total composition C58H150N8O21 (ωB97M-V/def2-TZVPD, the Open Molecules 2025 dataset).

```
! wB97M-V def2-TZVPD RIJCOSX def2/J DEFGRID3
* xyz 0 1
O -0.447 6.308 1.281
O -7.025 5.100 -7.973
O -3.339 0.331 -1.746
O 4.560 -13.139 -3.761
O 12.737 -3.713 -0.716
O -0.225 1.096 -2.229
O 5.109 -0.857 -2.067
O 5.646 4.839 1.143
O -5.482 4.040 -0.003
O 2.118 -2.090 3.677
O -3.916 6.456 -2.699
O 6.348 -2.170 2.315
O 0.525 -7.237 -2.922
O 5.045 1.984 4.566
O -2.167 0.117 3.154
O -4.839 -6.222 0.573
O -10.279 -4.425 1.417
O -2.711 3.730 8.942
O 2.255 2.707 -2.942
O -4.631 3.654 3.688
O -5.046 1.529 -3.790
N 4.540 2.639 -1.150
N -4.432 5.672 -5.569
N -3.425 6.327 2.252
N 10.027 -2.501 1.311
N -7.806 -3.970 0.329
N 2.235 1.087 4.094
N 1.918 -10.670 -2.934
N -2.212 1.412 6.154
C 0.039 0.640 -0.932
C 2.176 -1.003 2.790
C 11.023 -3.502 1.112
C 2.691 2.433 3.979
C 3.036 0.166 3.317
C 3.639 -12.441 -3.078
C -4.067 -0.757 -1.265
C -4.553 -0.527 -4.671
C -1.115 1.299 5.157
C 5.259 1.498 -1.603
C 3.939 2.957 4.745
C 0.868 3.092 -5.013
C 12.377 -3.086 0.501
C -3.600 4.905 -4.585
C -3.614 -5.551 0.533
C -4.328 4.467 0.670
C 5.662 -2.403 1.039
C 3.185 -11.068 -3.544
C -1.900 1.169 2.258
C 5.705 -12.382 -4.284
C -6.540 -4.504 0.785
C 5.739 2.316 3.347
C -1.136 0.015 4.208
C -2.041 3.359 10.122
C 2.239 3.104 -4.292
C 0.448 -0.817 -0.787
C -4.572 5.729 1.454
C 8.757 -2.921 2.006
C -5.952 -5.630 -0.135
C -4.811 0.846 -4.989
C -4.807 2.432 4.393
C 5.387 3.787 -1.205
C -7.641 5.824 -9.050
C -2.883 5.805 -3.493
C -5.272 4.988 -6.493
C 1.537 -6.354 -2.454
C -3.049 2.652 8.037
C -3.284 -2.075 -1.377
C 5.133 4.909 -0.232
C 0.077 5.206 0.666
C 1.820 -9.203 -3.198
C -8.457 -3.052 1.185
C 6.937 5.291 1.166
C -10.870 -5.425 2.282
C -2.939 5.464 3.343
C 4.229 -1.973 -2.347
C -5.335 2.882 -0.894
C 7.785 -1.719 2.152
C 0.612 -8.561 -2.560
C -0.337 5.156 -0.802
C -6.026 5.956 -7.325
C 4.362 0.273 -1.605
C 14.115 -3.512 -0.997
C -3.504 7.422 -1.794
C -9.276 -3.778 2.149
C 1.897 -3.355 3.036
C -3.839 4.688 4.376
C -1.861 2.448 7.068
H -8.699 -4.441 2.794
H -0.002 3.345 -4.408
H -5.426 2.015 -0.240
H -3.246 1.800 8.688
H -3.939 3.692 1.331
H -2.805 6.953 -1.102
H 3.508 0.601 2.436
H 5.013 2.319 2.534
H 0.736 1.360 -0.506
H 2.655 -3.580 2.285
H -6.726 -5.009 1.733
H -1.401 4.931 -0.877
H -3.544 -4.547 0.951
H -1.393 6.315 1.446
H 6.086 1.358 -0.906
H -3.079 4.243 5.018
H -0.379 4.365 1.188
H 0.705 -8.621 -1.475
H -0.126 -0.237 3.885
H -2.002 5.892 3.702
H -10.136 -6.155 2.625
H -2.688 -2.113 -2.289
H 1.402 -6.332 -1.373
H 0.656 -1.076 0.251
H 3.740 2.902 -1.708
H 1.192 -0.664 2.467
H 2.565 -6.626 -2.696
H -4.260 1.628 3.900
H 2.730 -13.041 -3.066
H 3.787 3.045 5.820
H -4.341 -1.063 -5.597
H 4.892 -2.837 -2.362
H -2.630 2.752 10.809
H 7.860 -0.991 1.345
H -5.650 0.902 -5.682
H -4.606 4.323 -7.043
H 14.335 -2.561 -1.482
H 14.733 -3.869 -0.173
H -1.048 2.216 7.756
H -0.877 0.888 -0.395
H -5.845 -3.683 0.957
H 6.438 1.525 3.077
H 3.389 -2.045 -1.655
H -4.029 -2.871 -1.407
H 6.473 3.710 -1.164
H -8.285 6.644 -8.732
H -7.774 -2.410 1.742
H 5.754 1.570 -2.572
H -2.200 5.169 -2.929
H 4.222 3.988 4.531
H 4.643 -2.791 1.052
H 3.909 0.157 -0.620
H -4.514 5.264 5.008
H -3.911 1.176 -5.508
H 3.956 -1.901 -3.399
H -4.570 2.605 5.442
H 6.934 6.371 1.016
H -2.376 2.089 2.599
H -5.939 1.266 -3.556
H 3.539 0.453 -2.296
H 5.221 4.049 -2.250
H 0.736 2.073 -5.377
H 0.352 4.492 -1.324
H 14.474 -4.249 -1.716
H 3.978 -10.334 -3.403
H 6.328 3.209 3.558
H -5.786 -5.312 -1.165
H -3.592 4.578 -0.126
H -1.717 3.381 6.524
H -6.142 2.822 -1.625
H -1.173 1.019 -2.364
H -0.883 1.150 1.866
H 0.979 -3.455 2.457
H -5.363 -1.157 -4.303
H -0.283 -1.540 -1.148
H -0.293 -9.153 -2.689
H 1.622 1.990 -2.853
H 8.099 -1.226 3.072
H 1.595 -9.025 -4.249
H -4.883 6.481 -5.164
H -4.424 2.808 -1.488
H 1.073 -11.083 -3.303
H -11.768 -5.805 1.795
H -4.316 7.756 -1.149
H -3.144 8.318 -2.298
H -2.515 6.696 -4.002
H -0.945 2.226 4.609
H -4.425 -0.529 -0.261
H -2.316 0.675 6.837
H 7.596 4.698 0.532
H -6.558 6.727 -6.766
H -6.009 4.338 -6.021
H 8.254 -3.809 1.623
H 2.765 -8.787 -2.847
H 5.478 -11.562 -4.966
H 7.320 5.028 2.152
H -3.685 -0.634 -4.022
H -6.562 -6.531 -0.203
H 5.651 -1.405 0.601
H -6.921 6.176 -9.789
H 13.243 -3.085 1.163
H 2.432 0.811 5.045
H -9.043 -2.334 0.613
H -2.514 0.840 1.420
H -2.507 4.704 2.692
H 2.500 4.162 -4.260
H -1.425 -0.786 4.888
H 6.440 -11.995 -3.579
H -1.017 3.004 10.011
H 1.803 2.983 4.291
H 1.260 -1.066 -1.470
H -2.896 4.238 -5.083
H 3.889 -12.442 -2.017
H -3.681 0.669 -2.577
H -2.031 4.213 10.799
H -8.403 5.159 -9.458
H 9.910 -2.192 0.356
H -4.894 6.471 0.723
H -2.779 -6.147 0.899
H 1.155 5.193 0.827
H 6.201 -13.090 -4.949
H 1.431 -5.341 -2.841
H -5.306 5.571 2.245
H 2.724 -1.402 1.936
H 3.965 0.024 3.869
H -2.746 -2.267 -0.449
H 3.122 -10.992 -4.630
H 8.950 -3.249 3.027
H 6.224 -3.045 0.361
H -3.995 2.808 7.517
H -5.871 2.214 4.495
H -3.502 -5.462 -0.548
H 1.918 -4.035 3.888
H -8.369 -4.759 0.045
H 12.376 -2.021 0.269
H 11.252 -3.843 2.121
H -0.253 1.053 5.777
H -5.363 6.296 -8.120
H -4.321 4.246 -4.102
H -0.122 6.126 -1.250
H -3.511 7.291 2.540
H 0.908 3.756 -5.877
H -9.740 -3.158 2.916
H 4.076 4.718 -0.045
H 5.064 5.909 -0.660
H -4.985 -0.918 -1.830
H -11.262 -4.837 3.111
H 10.621 -4.374 0.597
H 2.737 2.797 2.952
H 2.966 2.510 -4.846
*
```

Properties
* molar mass: 1295.9 Da
* E_HOMO: -8.257 eV
* LUMO level: 0.3 eV

Arrangement B

# C58H150N8O21

13 unconnected molecules or ions with the total composition C58H150N8O21 (ωB97M-V/def2-TZVPD, the Open Molecules 2025 dataset).

```
! wB97M-V def2-TZVPD RIJCOSX def2/J DEFGRID3
* xyz 0 1
O 4.535 -0.105 -4.175
O -3.452 -2.732 3.181
O 2.605 -0.956 4.049
O -3.925 4.828 -3.370
O 0.259 2.475 1.290
O 0.374 -3.298 -0.700
O -0.016 1.552 -3.429
O -4.161 2.567 3.759
O -0.449 -2.731 -6.559
O 7.091 0.238 0.471
O 1.021 7.065 -0.618
O -2.256 -6.253 1.718
O -4.006 -2.177 -3.006
O 5.065 -2.626 -3.612
O 2.551 -6.758 1.159
O 1.570 -6.461 -3.351
O 0.144 0.776 8.245
O -3.312 1.380 -0.536
O 5.701 -1.451 -1.223
O 0.037 11.073 0.153
O -0.591 6.996 2.833
N 0.155 5.175 -2.525
N -1.204 -3.956 -3.164
N -2.039 9.410 1.499
N -1.367 1.239 5.817
N 0.147 -1.898 3.119
N 1.591 -0.613 0.081
N -4.947 2.345 -2.644
N 0.131 -7.540 2.540
C -0.592 -7.498 -2.856
C 1.166 11.105 -0.652
C 0.519 -4.671 -0.334
C -1.980 2.122 4.754
C -1.141 -3.058 -4.341
C 0.485 5.833 -0.158
C 2.942 1.473 -5.078
C -3.379 -5.745 1.056
C -5.478 2.110 3.532
C 1.290 0.820 0.047
C 4.376 -3.785 -4.061
C -0.114 -0.221 9.204
C -3.445 1.703 4.634
C 1.187 1.384 1.431
C -0.147 -3.443 -5.379
C -0.512 5.343 -1.219
C 3.871 -0.233 4.135
C 1.517 -1.291 -1.225
C 0.602 0.303 6.972
C 3.688 1.058 -3.897
C -5.823 3.405 -2.928
C 0.815 -7.643 -3.447
C -3.838 -3.108 4.446
C 4.653 -4.862 -3.043
C -5.391 1.389 -1.607
C -5.257 -1.803 -3.514
C 2.677 -1.845 2.971
C -1.980 8.009 1.162
C 1.839 7.646 0.389
C -2.328 0.548 0.067
C -5.148 4.370 -3.958
C 0.825 -8.394 1.616
C -1.080 -2.625 2.803
C -1.926 7.012 2.313
C -2.296 -1.870 3.284
C 1.556 -2.805 -1.177
C 6.703 1.617 0.596
C -0.265 2.985 -3.444
C 0.384 -3.142 -7.626
C -1.273 -7.994 2.876
C 5.222 1.836 0.675
C -2.238 -7.662 1.831
C 0.731 3.872 -2.739
C 5.365 -2.118 0.055
C -2.187 10.255 0.327
C 0.110 1.293 5.935
C -3.831 -3.559 -2.747
C -0.966 10.443 -0.563
C -1.166 0.951 -3.988
C -3.022 5.322 -4.335
C 1.398 -2.679 2.957
C -0.558 6.315 4.060
C 6.472 -3.044 0.396
C 2.331 -8.057 1.587
C -4.292 0.489 -1.148
C 3.872 -6.277 1.413
C 0.490 3.461 2.300
C -2.344 -3.721 -2.294
H 2.691 -1.343 1.946
H -5.088 -0.712 -3.713
H 5.246 -2.010 -1.892
H -2.294 -4.536 -1.582
H 0.968 -1.120 0.704
H -0.395 3.994 2.246
H 4.260 -4.537 -2.103
H -0.087 5.971 0.793
H 1.715 0.408 6.937
H -1.916 -8.138 0.876
H 0.975 -5.236 -1.183
H -4.611 -0.142 -0.321
H -0.286 3.266 -4.477
H 3.545 -2.548 3.145
H 1.480 3.961 2.109
H -3.986 1.643 5.584
H -1.144 9.659 2.087
H -0.414 -5.104 -0.053
H 3.921 -5.288 0.919
H 4.702 -1.841 -4.073
H 1.448 -3.433 3.763
H -1.424 1.429 -5.006
H -5.386 1.051 3.396
H 4.191 0.340 3.222
H -1.285 3.103 -2.984
H -0.945 -6.518 -3.101
H -4.279 -2.267 4.988
H 4.717 1.352 1.541
H 2.390 -3.183 -0.580
H -1.631 1.234 0.596
H 0.793 0.650 2.087
H -2.969 7.761 0.677
H 0.818 -0.520 9.597
H -0.619 9.375 -0.994
H 4.453 -2.619 -0.015
H -6.096 2.375 4.361
H 3.058 0.868 -3.058
H -6.695 3.064 -3.433
H -2.222 6.036 1.995
H 0.706 -9.469 1.916
H -2.062 5.484 -3.872
H 7.140 2.129 -0.239
H -1.393 6.008 -1.373
H -3.445 0.638 4.261
H -2.121 0.966 -3.439
H -3.382 6.226 -4.760
H 1.320 -4.701 0.431
H 2.018 11.538 -0.154
H 6.703 -3.787 -0.447
H 6.609 -0.005 -0.376
H 4.179 -5.788 -3.279
H 3.295 -3.582 -4.114
H -2.965 4.612 -5.209
H -3.811 -0.197 -1.851
H -0.106 -4.555 -5.491
H -1.131 7.684 0.545
H 3.929 -6.075 2.468
H -0.883 4.356 -0.978
H -0.646 -7.537 -1.758
H -0.519 -1.095 8.661
H -4.486 -4.033 -1.961
H 0.994 3.355 -1.849
H 5.698 -5.050 -3.048
H -3.659 -6.429 0.257
H 0.204 -6.559 2.225
H -5.779 5.222 -4.164
H 2.356 -0.911 -1.828
H 0.529 0.930 4.990
H 1.127 8.031 1.183
H 5.351 0.021 -3.663
H -0.016 -1.485 4.070
H -1.332 -8.192 -3.336
H 4.737 1.320 -0.182
H 1.415 -3.091 -7.253
H -5.669 -2.358 -4.417
H 0.299 -2.369 -8.396
H 1.705 3.860 -3.347
H -2.999 9.868 -0.289
H 0.059 -4.088 -7.921
H 1.387 -8.373 -2.938
H -3.030 -3.623 4.989
H 0.352 1.035 -0.452
H 2.029 0.907 -5.262
H -1.119 -3.681 3.262
H -2.566 7.314 3.112
H 0.442 3.021 3.270
H -1.747 1.688 6.668
H 2.559 6.936 0.883
H 1.258 5.098 0.015
H 0.911 5.880 -2.547
H 1.338 -3.107 1.951
H -0.986 -2.113 -3.932
H 0.669 -7.906 -4.479
H 0.544 2.237 6.253
H 0.978 11.722 -1.537
H -2.094 -2.740 -1.679
H -1.299 6.792 4.715
H 1.788 -3.187 -2.181
H 0.839 -3.015 -5.029
H -6.245 3.934 -2.046
H -1.503 1.948 3.764
H 5.243 -1.413 0.794
H 7.423 -2.439 0.454
H 2.847 -8.855 0.954
H 3.587 1.486 -5.945
H -1.241 -9.038 3.079
H -1.512 -7.414 3.807
H -4.288 -5.594 1.655
H 1.079 -5.764 -3.814
H -6.201 0.772 -2.008
H -4.094 2.791 -2.310
H 0.597 -0.993 -1.732
H -1.205 -2.757 1.743
H -0.802 0.203 9.912
H -2.515 11.224 0.698
H 1.297 10.082 -0.973
H 6.260 -3.579 1.378
H -2.883 -0.103 0.828
H -3.211 -8.097 2.090
H 0.392 -8.319 0.584
H 2.098 1.395 -0.486
H 2.776 -8.186 2.561
H -3.186 -4.756 0.692
H 4.702 -0.865 4.488
H 2.121 1.866 1.711
H 5.063 2.877 0.737
H 3.726 0.510 4.944
H -0.782 5.259 3.832
H -2.046 3.191 4.920
H -2.528 -0.872 2.706
H -4.604 -3.842 4.368
H -1.235 11.035 -1.467
H -0.413 -3.881 -2.514
H -2.112 -1.515 4.281
H -5.020 3.789 -4.939
H 4.775 -3.957 -5.018
H -2.162 -3.217 -4.740
H -5.758 2.008 -0.730
H -0.956 -0.086 -4.226
H 2.551 2.515 -5.005
H 0.366 -0.742 6.722
H 4.660 -6.969 1.091
H 2.384 8.465 -0.090
H -3.979 -4.138 -3.676
H 4.284 1.863 -3.565
H 7.219 2.043 1.490
H -5.921 -1.921 -2.660
H -5.934 2.553 2.691
H -1.734 0.039 -0.751
H 0.459 6.361 4.555
*
```

Properties
* molar mass: 1295.9 Da
* E_HOMO: -8.540 eV
* LUMO level: 0.6 eV

Need the numbers? Relative energies in kJ/mol: arrangement A 570.1; arrangement B 0.0.